(one)
Here is one molecule with the formula C19H24N2O2 from the Open Molecules 2025 dataset. Energies are from ωB97M-V/def2-TZVPD.

Structure (ORCA input):
```
! RIJCOSX wB97M-V def2-TZVPD def2/J DEFGRID3
* xyz 0 1
C -4.3590 4.3909 -0.0742
C -5.3989 3.2856 0.0623
C -4.7589 1.8992 0.0463
C -5.7995 0.7908 0.1952
C -5.2171 -0.6139 0.0417
C -4.3027 -1.0146 1.1976
C -3.7077 -2.4071 0.9773
O -2.9244 -2.4845 -0.1977
C -1.7037 -1.9013 -0.2439
C -1.0227 -1.3491 0.8390
C 0.2390 -0.8092 0.6664
C 0.8483 -0.7967 -0.5831
C 0.1524 -1.3293 -1.6695
C -1.0948 -1.8816 -1.5037
H -1.6336 -2.3061 -2.3359
H 0.6177 -1.2985 -2.6427
C 2.1869 -0.2015 -0.8439
O 2.4811 0.2890 -1.9128
N 3.0450 -0.2837 0.2239
C 4.3514 0.1838 0.3266
C 5.0631 -0.0821 1.4968
C 6.3586 0.3835 1.6195
C 6.9008 1.1033 0.5649
N 6.2340 1.3598 -0.5466
C 4.9990 0.9184 -0.6723
H 4.4984 1.1512 -1.5994
H 7.9092 1.4916 0.6088
H 6.9319 0.1919 2.5135
H 4.6005 -0.6472 2.2961
H 2.7145 -0.7918 1.0331
H 0.7228 -0.3600 1.5232
H -1.4619 -1.3332 1.8242
H -3.1287 -2.7282 1.8524
H -4.5100 -3.1316 0.8120
H -4.8644 -1.0228 2.1337
H -3.4938 -0.2893 1.2894
H -6.0367 -1.3338 -0.0218
H -4.6534 -0.6715 -0.8917
H -6.5677 0.9313 -0.5690
H -6.2863 0.8772 1.1698
H -4.2195 1.7630 -0.8941
H -4.0306 1.8405 0.8574
H -6.1174 3.3609 -0.7571
H -5.9494 3.4177 0.9969
H -3.8090 4.2836 -1.0065
H -3.6473 4.3498 0.7478
H -4.8351 5.3686 -0.0668
*
```

* Kohn-Sham gap: 9.146 eV
* lowest unoccupied orbital energy: 0.557 eV
* SMILES string: CCCCCCCOc1ccc(C(=O)Nc2cccnc2)cc1

(two)
Here is one molecule with the formula C19H24N2O2 from the Open Molecules 2025 dataset. Energies are from ωB97M-V/def2-TZVPD.

Structure (ORCA input):
```
! RIJCOSX wB97M-V def2-TZVPD def2/J DEFGRID3
* xyz 0 1
O -2.7344 1.2069 -0.4922
O 3.6374 1.0266 0.2365
C -2.1809 0.1167 -0.3916
C -5.1532 -2.3048 -0.7521
C -4.4526 -1.0913 -0.6618
C -4.4503 -3.5135 -0.8498
C -3.0542 -1.0819 -0.5487
C -3.0681 -3.5226 -0.7614
C -2.3391 -2.3214 -0.5983
N -0.8190 0.0241 0.0132
C -2.3071 -4.8720 -0.6954
C -0.8274 -4.7377 -1.1399
C 0.9005 3.2186 1.1738
C 0.8026 1.0429 2.4123
C -0.3635 -1.2946 0.4698
C -0.1938 -3.7370 -0.2134
C 0.0693 1.9226 1.3573
C 2.3721 2.8641 0.7786
C 2.2175 0.7490 1.9151
C 1.5279 0.9321 -0.4220
C -0.7897 -2.3578 -0.5679
C 0.0353 1.2140 -0.0249
N 2.4868 1.3879 0.6135
H -6.2304 -2.2788 -0.7978
H -4.9823 -0.1592 -0.6123
H -4.9803 -4.4291 -0.9912
H -2.8701 -5.5511 -1.3073
H -2.3607 -5.2761 0.2940
H -0.3175 -5.7024 -1.0488
H -0.7793 -4.4332 -2.1874
H 0.8599 3.7990 2.0711
H 0.4334 3.8732 0.4258
H 0.2407 0.1522 2.6304
H 0.9177 1.5372 3.3591
H -0.8568 -1.4703 1.4140
H 0.7159 -1.3640 0.6188
H -0.3807 -4.0288 0.8074
H 0.8961 -3.7174 -0.3249
H -0.9513 2.1745 1.6668
H 3.0513 3.1540 1.5874
H 2.6812 3.3901 -0.1304
H 2.3355 -0.3044 1.7475
H 2.9787 1.0889 2.6551
H 1.6535 -0.1579 -0.5489
H 1.7116 1.4877 -1.3540
H -0.4170 -2.0997 -1.5571
H -0.3147 1.8934 -0.7751
*
```

* Kohn-Sham gap: 8.730 eV
* lowest unoccupied orbital energy: 0.473 eV
* SMILES string: O=C1c2cccc3c2[C@H](CCC3)CN1[C@@H]1C[N@+]2([O-])CC[C@H]1CC2

Question: which arrangement is favored energetically? Ranking from most to least stable: (one), (two).

(one)
Here is one molecule with the formula C4H4BrNO2 from the Open Molecules 2025 dataset. Energies are from ωB97M-V/def2-TZVPD.

Structure (ORCA input):
```
! RIJCOSX wB97M-V def2-TZVPD def2/J DEFGRID3
* xyz 0 1
C -0.8842 -1.1792 0.8619
C 1.4692 1.1855 0.8682
C -0.5157 -0.4268 -0.1462
C 1.1044 0.4965 -0.1840
N -1.2353 -0.1873 -1.3351
O -2.4304 -0.4967 -1.3014
O -0.6942 0.2971 -2.2909
Br 2.1919 0.1843 -1.6652
H -1.9716 -1.5852 0.8724
H -0.3561 -1.2257 1.7040
H 2.4544 1.4934 0.8199
H 0.8677 1.4442 1.7964
*
```

* Kohn-Sham gap: 9.130 eV
* lowest unoccupied orbital energy: -0.776 eV
* SMILES string: C=C(Br)C(=C)[N+](=O)[O-]

(two)
Here is one molecule with the formula C4H4BrNO2 from the Open Molecules 2025 dataset. Energies are from ωB97M-V/def2-TZVPD.

Structure (ORCA input):
```
! RIJCOSX wB97M-V def2-TZVPD def2/J DEFGRID3
* xyz 0 1
C 0.6996 1.2079 -0.0462
C 0.2492 -1.4403 -0.1007
C -0.7435 0.7377 0.1485
C -1.0468 -0.7480 -0.1515
N 1.5131 0.1550 -0.4194
O 1.0109 2.3461 0.1608
O 0.7221 -2.3787 0.3041
Br 3.3050 0.0538 -0.1272
H -1.0061 0.7417 1.1525
H -1.5743 1.2689 -0.3565
H -1.5441 -0.7949 -1.1660
H -1.5851 -1.1494 0.6018
*
```

* Kohn-Sham gap: 8.850 eV
* lowest unoccupied orbital energy: -0.071 eV

Question: which arrangement is favored energetically? Ranking from most to least stable: (two), (one).

(one)
Here is C3H3IN2S as an isolated structure from the Open Molecules 2025 dataset. Energies are from ωB97M-V/def2-TZVPD.

Structure (ORCA input):
```
! RIJCOSX wB97M-V def2-TZVPD def2/J DEFGRID3
* xyz 0 1
C -0.9615 1.0937 0.4352
C -1.6596 1.0090 2.2762
C -0.0366 0.0734 -0.0341
N -1.5231 2.1093 -0.0098
N -2.4096 2.0081 2.3689
S -2.5443 2.9457 1.0219
I -1.2360 -0.4350 3.6666
H 0.1450 -0.6412 0.7681
H -0.4650 -0.4463 -0.8932
H 0.9158 0.5194 -0.3306
*
```

* Kohn-Sham gap: 9.092 eV
* lowest unoccupied orbital energy: 0.246 eV

(two)
Here is a 2-piece molecular cluster, C3H3IN2S overall from the Open Molecules 2025 dataset. Energies are from ωB97M-V/def2-TZVPD.

Structure (ORCA input):
```
! RIJCOSX wB97M-V def2-TZVPD def2/J DEFGRID3
* xyz 0 1
C 1.3939 -0.3072 0.0872
C -2.2935 0.4565 -1.0854
C 1.8561 0.0864 1.3605
N 1.0762 -0.6266 -0.9663
N -2.4686 -0.1929 -2.0665
S -2.5302 -0.9691 -3.4097
I -2.8365 0.5643 0.9083
H 2.8605 0.0651 1.4847
H 1.5090 1.1720 1.3489
H 1.4331 -0.2483 2.3384
*
```

* Kohn-Sham gap: 7.149 eV
* lowest unoccupied orbital energy: -1.267 eV
* SMILES string: [S-][N+]#CI.CC#N

Question: which arrangement is favored energetically? Ranking from most to least stable: (one), (two).

(one)
Here is a 2-piece molecular cluster, C4H11N3O2 overall from the Open Molecules 2025 dataset. Energies are from ωB97M-V/def2-TZVPD.

Structure (ORCA input):
```
! RIJCOSX wB97M-V def2-TZVPD def2/J DEFGRID3
* xyz 1 2
C 0.1137 -2.7478 -0.9800
C -1.5578 -0.9002 -0.6385
N -0.3154 -1.4108 -1.0137
N -1.7372 0.3609 -0.7655
N -2.5377 -1.8364 -0.2935
H 0.4795 -0.5729 -1.2785
H 0.7949 -3.0126 -0.0433
H 0.6460 -3.0968 -1.9579
H -0.4370 1.8634 0.0437
H -2.6822 0.6379 -1.1573
H -2.4849 -2.8224 -0.0366
H -3.3893 -1.4110 0.0796
H -0.6301 -3.5475 -0.7806
C 2.4095 3.0049 1.3053
C 1.2488 2.1770 1.2061
O 1.1974 1.1954 1.9249
O 0.4509 2.3651 0.1191
H 2.3829 3.5776 2.1868
H 2.6962 3.7342 0.5928
H 3.3516 2.4418 1.4871
*
```

* Kohn-Sham gap (alpha / beta): 9.584 / 4.938 eV
* lowest unoccupied orbital energy (alpha / beta): -3.481 / -8.127 eV

(two)
Here is a 2-piece molecular cluster, C4H11N3O2 overall from the Open Molecules 2025 dataset. Energies are from ωB97M-V/def2-TZVPD.

Structure (ORCA input):
```
! RIJCOSX wB97M-V def2-TZVPD def2/J DEFGRID3
* xyz 1 2
C 1.5827 -1.3792 -0.5436
C -0.4782 -1.4039 0.7897
N -1.3637 -0.5212 1.3950
N 0.5094 -0.8399 0.1810
N -0.5722 -2.7282 1.0980
H -1.6709 -0.5022 2.3807
H -1.1304 0.4589 1.2564
H -1.4257 0.2380 -0.9028
H 0.1949 -3.2209 1.4716
H -1.4256 -3.0630 1.5353
H 2.5351 -0.7614 -0.4460
H 1.2558 -1.4067 -1.6178
H 2.0187 -2.3077 -0.1199
C 0.5000 2.9391 -1.0970
C -0.5855 1.9782 -0.6508
O -1.3302 2.1366 0.2925
O -0.7985 0.7849 -1.3212
H 0.5355 2.9999 -2.2118
H 1.5839 2.7757 -0.8937
H 0.0649 3.8230 -0.5956
*
```

* Kohn-Sham gap (alpha / beta): 10.452 / 6.217 eV
* lowest unoccupied orbital energy (alpha / beta): -3.622 / -7.844 eV

Question: which arrangement is favored energetically? Ranking from most to least stable: (two), (one).